A 8-piece molecular cluster, C17H18Cl28N2O4 overall at a distorted geometry, computed with ωB97M-V/def2-TZVPD.

As for the SMILES: C[C@@]1(N)C[C@](CCO)(CCC(=O)O)NC1=O.ClC(Cl)(Cl)Cl.ClC(Cl)(Cl)Cl.ClC(Cl)(Cl)Cl.ClC(Cl)(Cl)Cl.ClC(Cl)(Cl)Cl.ClC(Cl)(Cl)Cl.ClC(Cl)(Cl)Cl. The total energy comes out at -13954.21832 hartree. The gap between HOMO and LUMO is 9.66 eV.

Each line ends with the natural charge from an NBO analysis.
Atoms and positions in Å:
C1 5.8695 -4.1571 1.6280  -0.6519
C2 4.7863 -3.1732 0.9582  0.0288
N1 5.3244 -2.6931 -0.3418  -0.8329
C3 3.2870 -3.6877 0.7102  -0.4744
C4 2.7208 -3.9314 2.1859  0.1422
C5 2.7954 -5.3835 2.8698  -0.4567
C6 3.3042 -6.5737 1.9278  -0.0697
O1 2.4986 -6.8150 0.7511  -0.7217
C7 1.1974 -3.4655 2.5281  -0.4221
C8 0.7778 -2.0760 1.8439  -0.5296
C9 -0.0638 -2.3235 0.4825  0.7743
O2 -0.1907 -1.4406 -0.4068  -0.5369
O3 -0.7375 -3.5711 0.2025  -0.7248
N2 3.5222 -2.9107 2.9801  -0.7159
C10 4.4874 -2.1344 2.1390  0.7160
O4 4.9665 -0.9995 2.3349  -0.5440
H1 5.4648 -4.8314 2.4527  0.2109
H2 6.6551 -3.4723 2.1336  0.2301
H3 6.4579 -4.7887 0.8697  0.2270
H4 6.3437 -2.5021 -0.2662  0.3717
H5 5.2501 -3.4536 -1.0465  0.3642
H6 3.1188 -4.4822 -0.1047  0.2431
H7 2.8164 -2.7630 0.1942  0.2485
H8 3.4844 -5.3579 3.7838  0.2234
H9 1.7622 -5.7087 3.2721  0.2291
H10 3.2323 -7.5389 2.5640  0.1846
H11 4.4223 -6.5003 1.6469  0.1788
H12 1.8681 -6.0820 0.5940  0.4598
H13 1.1918 -3.2920 3.6709  0.2406
H14 0.4328 -4.2933 2.3403  0.2127
H15 1.6879 -1.4052 1.6477  0.2617
H16 0.0655 -1.4935 2.5316  0.2610
H17 -0.0545 -4.2851 0.1664  0.4795
H18 4.1067 -3.3061 3.7395  0.3982
Cl1 -3.9178 0.8399 -1.5441  0.0581
C11 -3.7066 0.5996 0.2035  -0.2112
Cl2 -5.2987 0.4464 0.9803  0.0482
Cl3 -2.7708 -0.8823 0.4849  0.0715
Cl4 -2.8295 1.9882 0.8968  0.0519
Cl5 8.5584 -0.8220 -1.1696  0.0302
C12 7.8251 0.7148 -0.6545  -0.2187
Cl6 6.6407 0.4125 0.6336  0.0880
Cl7 9.0962 1.7990 -0.0479  0.0440
Cl8 7.0114 1.4735 -2.0400  0.0489
Cl9 -6.5553 4.1363 -2.3652  0.0489
C13 -6.6805 4.0508 -0.5937  -0.2152
Cl10 -5.1244 3.5265 0.0839  0.0576
Cl11 -7.0974 5.6546 0.0510  0.0468
Cl12 -7.9453 2.8854 -0.1454  0.0442
Cl13 -11.8047 7.0546 -3.4325  0.0501
C14 -10.1647 7.0474 -2.7488  -0.2149
Cl14 -8.9929 7.4708 -4.0153  0.0509
Cl15 -10.0672 8.2341 -1.4303  0.0507
Cl16 -9.7932 5.4304 -2.1167  0.0544
Cl17 -7.0446 10.3942 -6.4610  0.0555
C15 -6.2541 8.9256 -7.0727  -0.2176
Cl18 -5.9276 7.8222 -5.7192  0.0550
Cl19 -7.3203 8.1238 -8.2458  0.0551
Cl20 -4.7244 9.3616 -7.8636  0.0555
Cl21 10.6404 -3.2788 -2.5953  0.0619
C16 9.8128 -4.7849 -2.1477  -0.2146
Cl22 9.0832 -5.5126 -3.5944  0.0594
Cl23 10.9845 -5.9176 -1.4417  0.0592
Cl24 8.5416 -4.4311 -0.9580  0.0370
Cl25 -11.8070 10.7131 1.0709  0.0537
C17 -11.4053 9.6258 2.4174  -0.2164
Cl26 -10.7822 10.5779 3.7818  0.0546
Cl27 -12.8635 8.7476 2.9249  0.0558
Cl28 -10.1681 8.4649 1.8910  0.0557

One molecule with the formula C17H18ClN3O4S at a distorted geometry, computed with ωB97M-V/def2-TZVPD.

For the energy relative to the best compared isomer or geometry (same formula, charge and spin), the calculation gives 166.5 kJ/mol. As for the SMILES: O=S(=O)(c1ccc(Cl)nc1)N1CCN(Cc2ccc3c(c2)OCO3)CC1. The total energy comes out at -1982.17800 hartree. The gap between HOMO and LUMO is 8.63 eV.

Each line ends with the natural charge from an NBO analysis.
Atoms and positions in Å:
O1 -3.5114 -1.4908 -1.6735  -0.9379
S1 -3.2559 -0.9935 -0.3555  2.3352
O2 -3.9727 -1.5441 0.7557  -0.9390
C1 -1.5034 -1.2552 -0.0380  -0.3793
C2 -1.0267 -1.3499 1.2585  -0.1133
C3 0.2957 -1.7051 1.4555  -0.2725
C4 1.0642 -1.9580 0.3222  0.2041
Cl1 2.6785 -2.5005 0.4863  0.0355
N1 0.6226 -1.8371 -0.9142  -0.4327
C5 -0.6412 -1.4962 -1.0921  0.0633
N2 -3.5886 0.6291 -0.3911  -0.6618
C6 -2.9292 1.3849 -1.4210  -0.2482
C7 -1.5207 1.8378 -0.9926  -0.2466
N3 -1.4047 1.8906 0.4588  -0.4459
C8 -0.2407 2.6626 0.8783  -0.2138
C9 1.0539 1.9238 0.6609  -0.0375
C10 1.6285 1.2249 1.7111  -0.2072
C11 2.8499 0.5671 1.5865  -0.2618
C12 3.4612 0.6144 0.3585  0.2301
C13 2.8824 1.2988 -0.7117  0.3044
C14 1.6942 1.9720 -0.5817  -0.2895
O3 3.6915 1.1922 -1.8087  -0.4882
C15 4.7752 0.3782 -1.4111  0.2359
O4 4.6493 0.0703 -0.0394  -0.4773
C16 -2.6353 2.3753 1.0572  -0.2371
C17 -3.7378 1.3258 0.8657  -0.2256
H1 -1.6963 -1.1829 2.0869  0.2396
H2 0.7177 -1.8148 2.4405  0.2370
H3 -0.9898 -1.4459 -2.1137  0.2216
H4 -3.5567 2.2522 -1.6497  0.2057
H5 -2.8868 0.7479 -2.3039  0.2446
H6 -0.7635 1.1396 -1.3579  0.2129
H7 -1.3186 2.8277 -1.4411  0.1733
H8 -0.2013 3.6329 0.3509  0.1716
H9 -0.3475 2.8636 1.9463  0.2045
H10 1.1234 1.2029 2.6644  0.2105
H11 3.3010 0.0443 2.4127  0.2315
H12 1.2864 2.5275 -1.4094  0.2250
H13 5.7210 0.9142 -1.5826  0.1607
H14 4.7715 -0.5537 -2.0005  0.1606
H15 -2.4740 2.5346 2.1246  0.2123
H16 -2.9484 3.3374 0.6154  0.1629
H17 -4.7217 1.8092 0.8884  0.2017
H18 -3.7136 0.5695 1.6497  0.2307

C17H18CrN3O4 as an isolated structure at a distorted geometry, computed with ωB97M-V/def2-TZVPD.

As for the spin multiplicity: 6. For the energy relative to the best compared isomer or geometry (same formula, charge and spin), the calculation gives 186.9 kJ/mol. The total energy comes out at -2168.06005 hartree. The gap between HOMO and LUMO (alpha / beta) is 6.90 / 6.78 eV.

Each line ends with the natural charge from an NBO analysis.
Atoms and positions in Å:
Cr1 -0.2388 -0.9714 -0.5032  1.3190
C1 1.9048 -3.2898 1.0410  -0.1942
O1 0.8383 -2.7992 0.3168  -0.9429
H1 2.8953 -3.0713 0.6420  0.1184
H2 1.8163 -2.9063 2.0575  0.1037
H3 2.0212 -4.3538 1.2470  0.1363
C2 -1.5722 -2.1845 -2.2918  0.9010
O2 -0.6299 -2.9404 -2.5351  -0.4718
O3 -1.4112 -0.9720 -2.2264  -0.7697
O4 -1.7534 -2.4591 -1.1144  -0.4491
N1 1.6778 -0.1369 -1.2653  -0.4973
C3 2.6086 0.7728 -0.8146  0.0614
C4 3.6562 1.2837 -1.5372  -0.2691
C5 4.0028 0.6154 -2.7549  -0.1310
C6 3.1927 -0.4487 -3.2058  -0.2464
C7 2.0271 -0.7217 -2.4537  0.0717
H4 2.3688 1.2033 0.1465  0.2000
H5 4.3047 2.0374 -1.1155  0.2295
H6 4.8195 1.0218 -3.3330  0.2181
H7 3.4584 -0.9253 -4.1378  0.2337
H8 1.3924 -1.4880 -2.8736  0.2308
N2 -1.3627 -1.0383 1.3381  -0.4819
C8 -2.6903 -0.6283 1.3046  0.0778
C9 -3.6376 -0.7090 2.3248  -0.2772
C10 -3.1325 -0.9775 3.5694  -0.1314
C11 -1.7747 -1.1609 3.7859  -0.2711
C12 -1.0055 -1.2556 2.6673  0.0607
H9 -3.1008 -0.4262 0.3263  0.2049
H10 -4.6657 -0.4936 2.0740  0.2343
H11 -3.8345 -1.2129 4.3556  0.2152
H12 -1.3447 -1.5103 4.7130  0.2334
H13 -0.0272 -1.6836 2.8286  0.2198
N3 -0.7670 1.4362 -0.1643  -0.4821
C13 -0.8911 2.2336 0.9926  0.0320
C14 -1.0484 3.5856 0.9252  -0.2479
C15 -1.1459 4.2307 -0.2873  -0.1562
C16 -1.0661 3.4654 -1.4376  -0.2444
C17 -0.8419 2.0867 -1.3543  0.0596
H14 -0.7286 1.7988 1.9677  0.2108
H15 -1.0203 4.1804 1.8261  0.2215
H16 -1.4094 5.2773 -0.3286  0.2220
H17 -1.1213 3.9432 -2.4046  0.2226
H18 -0.7634 1.5922 -2.3112  0.2258